No. 1
The following is a quantum chemistry calculation of an isolated molecule of C2H3NOS in a non-equilibrium geometry, from the Open Molecules 2025 dataset.

Output
**DFT total energy**: -16492.1159 eV
**SMILES**: C=NOC=S

The geometry in ORCA input format:
```
! RIJCOSX wB97M-V def2-TZVPD def2/J DEFGRID3
* xyz 0 1
S 2.08 -0.25 -0.12
O -0.52 0.08 0.60
N -1.67 0.46 -0.15
C 0.62 0.50 0.07
C -2.60 -0.43 -0.20
H -2.45 -1.30 0.43
H -3.51 -0.40 -0.77
H 0.46 1.37 -0.62
*
```

=====

No. 2
The following is a quantum chemistry calculation of the ion C2H3N6 with charge +1 in a non-equilibrium geometry, from the Open Molecules 2025 dataset.

Output
**DFT total energy**: -11051.2468 eV

The geometry in ORCA input format:
```
! RIJCOSX wB97M-V def2-TZVPD def2/J DEFGRID3
* xyz 1 1
N 0.05 -1.35 3.31
N 0.16 -1.00 -1.64
N -0.81 2.23 -2.02
N 0.12 -0.70 2.40
N -0.50 1.25 -1.56
N -0.24 0.41 0.35
C -0.08 0.19 -0.92
C -0.05 0.33 1.60
H 0.06 1.14 2.26
H 0.85 -1.57 -1.18
H 0.44 -0.94 -2.61
*
```

=====

No. 3
The following is a quantum chemistry calculation of an isolated molecule of H3INPS in a non-equilibrium geometry, from the Open Molecules 2025 dataset.

Output
**DFT total energy**: -29758.9925 eV
**SMILES**: N=[S@@H](=P)I

The geometry in ORCA input format:
```
! RIJCOSX wB97M-V def2-TZVPD def2/J DEFGRID3
* xyz 0 1
I 0.25 -0.73 -2.85
S -0.02 0.19 -0.12
P -0.03 -1.15 1.41
N -0.78 1.53 0.04
H -1.77 1.42 0.48
H 1.12 -1.74 1.30
H 1.24 0.48 -0.27
*
```

=====

No. 4
The following is a quantum chemistry calculation of an isolated molecule of C2H4Cl2N2 in a non-equilibrium geometry, from the Open Molecules 2025 dataset.

Output
**DFT total energy**: -30161.9278 eV
**SMILES**: N/C(Cl)=C(/N)Cl

The geometry in ORCA input format:
```
! RIJCOSX wB97M-V def2-TZVPD def2/J DEFGRID3
* xyz 0 1
Cl 2.27 0.25 -0.43
Cl -1.78 -0.26 0.38
N -0.10 1.83 0.27
N 0.62 -2.05 -0.10
C 0.72 -0.30 -0.18
C -0.27 0.49 0.17
H 0.32 2.38 -0.56
H -0.29 -1.97 0.39
H -0.94 2.23 0.55
H 1.39 -2.34 0.55
*
```

=====

No. 5
The following is a quantum chemistry calculation of a cluster of 2 separate species, C6H10F3NO3S in total in a non-equilibrium geometry, from the Open Molecules 2025 dataset.

Output
**DFT total energy**: -32999.3841 eV
**SMILES**: N[S@](=O)(O)=C1CC1.CC(=O)C(F)(F)F

The geometry in ORCA input format:
```
! RIJCOSX wB97M-V def2-TZVPD def2/J DEFGRID3
* xyz 0 1
S -0.96 0.22 -0.90
F 4.16 0.83 -0.10
F 2.51 1.61 -1.20
F 3.09 -0.49 -1.55
O 1.43 -1.04 0.15
O -0.44 -0.98 -1.93
O -0.01 1.28 -0.86
N -2.27 0.75 -1.83
C 1.56 1.13 1.36
C -1.40 -0.95 1.71
C -1.75 -0.06 0.58
C 1.90 0.04 0.41
C 2.97 0.52 -0.59
C -2.40 -1.41 0.70
H -2.20 0.93 -2.80
H -2.04 -2.13 -0.08
H -1.83 -0.82 2.65
H 0.52 1.01 1.83
H -3.41 -1.48 1.12
H 2.29 1.07 2.17
H 0.46 -0.83 -2.08
H -3.25 0.29 -1.66
H 1.58 2.05 0.86
H -0.52 -1.55 2.03
*
```

=====

No. 6
The following is a quantum chemistry calculation of a cluster of 4 separate species, C30H38Br2F27O6S in total in a non-equilibrium geometry, from the Open Molecules 2025 dataset.

Output
**DFT total energy**: -268296.3146 eV

The geometry in ORCA input format:
```
! RIJCOSX wB97M-V def2-TZVPD def2/J DEFGRID3
* xyz 1 1
Br 2.58 -2.67 -4.15
Br 0.06 0.00 -3.32
S 0.13 -0.16 1.48
F 6.36 6.54 -5.69
F -0.56 1.50 5.34
F -1.43 2.90 6.78
F -3.77 -0.67 -3.27
F -3.76 -4.34 -5.77
F 2.74 -0.14 -2.89
F -5.98 0.93 -3.33
F 2.63 2.76 -2.45
F 1.38 4.46 -4.15
F 3.20 4.74 -5.31
F -3.04 2.23 4.54
F -2.85 4.61 5.62
F 5.49 3.95 -5.64
F -6.17 -0.64 -4.83
F 2.42 -2.73 -1.51
F 4.80 6.31 -4.19
F -3.42 3.37 8.13
F -3.82 -0.82 -5.70
F 0.51 -2.75 -2.47
F -5.01 -0.93 -1.51
F -3.37 5.96 7.26
F 3.52 4.74 -2.50
F -2.89 0.14 5.13
F 7.50 4.16 -4.85
F -3.68 -2.18 -7.40
F -5.52 -3.08 -5.61
F -5.40 4.23 8.02
O 5.86 -2.48 0.82
O -2.31 -4.15 1.91
O -5.04 -2.50 -3.03
O 5.86 3.82 -3.43
O -4.82 2.79 6.48
O -1.67 -2.91 0.18
C 4.75 2.96 -3.43
C -6.13 -0.40 -3.50
C 0.61 -1.31 2.81
C -1.67 0.09 1.52
C 4.74 -1.63 0.78
C 1.63 -0.64 -2.36
C -1.55 -3.91 1.06
C -3.43 -2.06 -6.08
C -4.35 3.82 7.28
C -2.90 1.43 5.61
C -4.97 -1.14 -2.85
C 1.97 -0.96 3.42
C 3.10 -0.69 2.42
C 6.20 4.46 -4.61
C 3.37 3.62 -3.22
C 2.56 3.89 -4.49
C 6.06 5.97 -4.50
C 5.53 -3.86 0.82
C -1.54 1.66 6.28
C -0.32 -4.78 0.86
C -3.86 5.00 6.45
C -2.73 -2.00 0.48
C -2.49 -1.18 1.76
C 0.53 -0.94 -0.11
C 1.57 -0.16 -0.92
C -4.13 1.55 6.52
C 1.69 -2.19 -2.48
C -4.21 -3.14 -5.32
C -4.03 -3.14 -3.79
C 3.59 -2.00 1.74
H -3.03 -2.82 -3.49
H 4.75 2.29 -4.28
H 6.73 6.37 -3.74
H -3.72 -2.45 0.46
H 2.35 2.96 -5.02
H 2.55 -0.34 -0.48
H 1.36 0.91 -0.89
H -3.93 1.24 7.54
H 4.58 -4.09 0.33
H -0.41 -0.98 -0.66
H -2.73 -1.27 -0.33
H 2.30 -1.75 4.09
H 0.29 -4.39 0.04
H -7.08 -0.71 -3.06
H -4.66 5.42 5.84
H 1.85 -0.07 4.04
H -1.98 0.66 0.65
H 6.33 -4.40 0.31
H -4.86 0.84 6.13
H 4.90 2.33 -2.56
H -2.02 -1.78 2.54
H -1.84 0.74 2.38
H -0.65 -5.77 0.56
H 3.94 -0.34 3.01
H -2.36 -2.17 -5.92
H 5.11 -0.65 1.09
H 5.56 -4.21 1.85
H 4.40 -1.48 -0.25
H 2.79 -2.45 1.16
H 0.84 -1.97 0.04
H -4.09 -4.19 -3.49
H -1.37 0.94 7.08
H 0.56 -2.35 2.49
H 3.89 -2.65 2.55
H -0.14 -1.17 3.59
H 0.30 -4.80 1.75
H 2.87 0.09 1.69
H -3.48 -0.88 2.11
*
```

=====

No. 7
The following is a quantum chemistry calculation of the ion C5H14NO with charge +1 in a non-equilibrium geometry, from the Open Molecules 2025 dataset.

Output
**DFT total energy**: -8943.5292 eV
**SMILES**: C[C@H]([NH3+])CCCO

The geometry in ORCA input format:
```
! RIJCOSX wB97M-V def2-TZVPD def2/J DEFGRID3
* xyz 1 1
O 0.88 -0.35 -1.88
N 1.41 0.25 0.48
C 0.16 -0.49 0.88
C -1.08 0.32 0.37
C -0.95 0.93 -1.02
C -0.51 -0.03 -2.12
C 0.14 -0.73 2.35
H -1.08 -0.96 -2.14
H -1.92 1.31 -1.27
H -0.29 1.80 -1.05
H 2.25 -0.24 0.82
H -1.84 -0.42 0.35
H 1.08 -1.15 2.74
H -0.61 -1.48 2.63
H -0.08 0.15 2.94
H 1.29 -0.63 -2.69
H 0.17 -1.35 0.21
H 1.44 1.22 0.87
H -0.61 0.51 -3.07
H 1.50 0.29 -0.55
H -1.37 1.07 1.13
*
```

=====

No. 8
The following is a quantum chemistry calculation of a cluster of 2 separate species, C9H13N5S in total in a non-equilibrium geometry, from the Open Molecules 2025 dataset.

Output
**DFT total energy**: -27824.9735 eV
**SMILES**: CC/C(C)=N/n1cnnc1.c1cscn1

The geometry in ORCA input format:
```
! RIJCOSX wB97M-V def2-TZVPD def2/J DEFGRID3
* xyz 0 1
S -3.74 -0.03 1.59
N -3.99 0.19 -0.95
N -0.94 -2.59 1.70
N 0.52 0.31 0.38
N -0.34 -3.06 0.56
N 0.07 -0.95 0.64
C -2.77 0.71 -0.66
C 1.83 0.32 0.18
C -2.50 0.66 0.65
C -4.63 -0.22 0.08
C -0.72 -1.27 1.70
C 2.32 1.62 -0.24
C 1.86 2.09 -1.52
C 2.85 -0.72 0.01
C 0.25 -2.08 -0.09
H 1.24 1.20 -1.79
H 1.17 3.01 -1.33
H 3.40 1.31 -0.15
H 0.65 -2.11 -1.07
H 3.61 -0.81 0.81
H 2.09 2.37 0.45
H 2.45 2.00 -2.45
H -5.59 -0.73 0.06
H -1.05 -0.62 2.54
H 3.26 -0.67 -0.99
H -2.05 0.76 -1.35
H 2.38 -1.69 0.13
H -1.62 1.03 1.12
*
```

=====

No. 9
The following is a quantum chemistry calculation of a cluster of 2 separate species, C3H5NO2 in total in a non-equilibrium geometry, from the Open Molecules 2025 dataset.

Output
**DFT total energy**: -8773.7325 eV

The geometry in ORCA input format:
```
! RIJCOSX wB97M-V def2-TZVPD def2/J DEFGRID3
* xyz 0 1
O -1.33 -0.42 -0.23
O 0.35 -3.06 -0.29
N -0.49 -2.56 1.87
C -0.52 0.20 0.55
C 0.48 1.13 -0.11
C -0.10 -2.68 0.71
H -0.93 -0.54 -1.19
H -1.14 -1.98 2.37
H 1.38 1.43 0.27
H 0.72 0.66 -1.04
H -0.11 2.03 -0.33
*
```

=====

No. 10
The following is a quantum chemistry calculation of a cluster of 2 separate species, C3H7N2O3 in total in a non-equilibrium geometry, from the Open Molecules 2025 dataset.

Output
**DFT total energy**: -12336.5389 eV

The geometry in ORCA input format:
```
! RIJCOSX wB97M-V def2-TZVPD def2/J DEFGRID3
* xyz 1 1
O -0.58 -0.36 -1.58
O -0.63 -0.42 2.93
O 1.89 -1.62 -3.83
N 0.77 -0.96 -3.43
N -1.26 0.86 0.66
C 0.37 0.08 2.18
C 0.25 -0.59 -2.40
C 0.07 0.89 1.11
H 0.88 1.18 0.35
H 2.22 -1.01 -4.49
H -1.76 0.36 1.44
H -0.39 -0.48 3.87
H -1.47 0.17 -0.14
H 1.31 0.03 2.60
H -1.68 1.87 0.72
*
```

=====

No. 11
The following is a quantum chemistry calculation of an isolated molecule of C3HF3S in a non-equilibrium geometry, from the Open Molecules 2025 dataset.

Output
**DFT total energy**: -22108.0432 eV
**SMILES**: C#S#CC(F)(F)F

The geometry in ORCA input format:
```
! RIJCOSX wB97M-V def2-TZVPD def2/J DEFGRID3
* xyz 0 1
S 1.11 -1.20 0.49
F -2.04 -0.02 1.12
F -0.32 1.26 1.00
F -1.67 1.19 -0.61
C -1.07 0.36 0.26
C 2.32 -0.58 -0.47
C -0.44 -0.89 -0.28
H 2.11 -0.12 -1.50
*
```

=====

No. 12
The following is a quantum chemistry calculation of a structure of composition C22H18FeN6O2SbSe4 in a non-equilibrium geometry, from the Open Molecules 2025 dataset.

Output
**DFT total energy**: -338454.6600 eV

The geometry in ORCA input format:
```
! RIJCOSX wB97M-V def2-TZVPD def2/J DEFGRID3
* xyz -2 6
Sb -6.95 -2.97 -2.18
Se -5.06 -1.70 -0.66
Se -6.65 -5.23 -2.95
Se -8.53 -1.69 -3.43
Se -2.93 -0.43 0.36
Fe -0.57 0.24 -0.03
O 0.55 -0.36 3.64
O -1.11 2.36 0.46
N -0.35 1.00 2.04
N -1.71 -1.51 -3.05
N 0.27 1.84 4.15
N 1.38 0.70 -0.63
N 0.04 -1.59 -1.09
N -0.37 -2.69 -1.47
C -2.76 -1.52 -3.86
C 2.28 -2.70 1.67
C -3.26 -3.81 -3.39
C 0.17 0.74 3.26
C 2.21 1.71 -1.03
C 1.80 -0.41 0.05
C 1.29 -2.72 0.72
C -0.74 2.24 1.65
C 3.05 -1.54 1.81
C -0.68 3.34 2.58
C 1.06 -1.60 -0.10
C 3.59 1.55 -1.28
C -2.16 -3.81 -2.55
C 2.44 4.03 -1.71
C 2.83 -0.44 1.03
C -3.57 -2.63 -4.05
C 4.36 2.61 -1.72
C -0.17 3.08 3.80
C 3.81 3.87 -1.94
C 1.66 2.99 -1.27
C -1.45 -2.64 -2.41
C 0.83 1.63 5.47
H 1.75 2.21 5.61
H 0.12 1.91 6.25
H -3.90 -4.67 -3.50
H 1.06 0.57 5.57
H -1.02 4.32 2.30
H -2.98 -0.60 -4.38
H 3.81 -1.49 2.58
H 0.60 3.12 -1.08
H 4.05 0.58 -1.14
H -1.88 -4.69 -1.99
H 1.98 5.00 -1.88
H 3.41 0.46 1.18
H 5.42 2.45 -1.91
H -4.45 -2.57 -4.69
H 4.42 4.69 -2.29
H -0.06 3.84 4.56
H 0.66 -3.58 0.59
H 2.43 -3.54 2.33
*
```

=====

No. 13
The following is a quantum chemistry calculation of the ion C4H7O2 with charge +1 in a non-equilibrium geometry, from the Open Molecules 2025 dataset.

Output
**DFT total energy**: -8345.9079 eV

The geometry in ORCA input format:
```
! RIJCOSX wB97M-V def2-TZVPD def2/J DEFGRID3
* xyz 1 1
O 0.00 0.48 0.08
O 0.53 -1.38 -1.33
C 1.27 1.14 0.00
C -0.04 -1.05 -0.33
C 0.25 1.42 -1.02
C -0.93 -1.72 0.66
H -1.24 -2.61 0.05
H -0.33 2.24 -0.80
H -1.62 -0.84 1.02
H -0.02 0.97 -1.97
H 1.71 1.77 0.91
H 2.14 0.47 -0.37
H -0.23 -2.09 1.54
*
```

=====

No. 14
The following is a quantum chemistry calculation of a structure of composition C17H17AsN3O15SSe2W in a non-equilibrium geometry, from the Open Molecules 2025 dataset.

Output
**DFT total energy**: -257263.0780 eV

The geometry in ORCA input format:
```
! RIJCOSX wB97M-V def2-TZVPD def2/J DEFGRID3
* xyz 1 1
W 0.11 0.62 -0.25
Se 2.51 1.04 -0.13
Se 0.47 2.37 2.20
As -1.53 1.44 -2.21
S 1.43 0.66 -3.18
O -5.37 -3.61 2.08
O 2.64 0.04 -3.62
O -0.53 2.28 -1.08
O 0.04 -1.28 0.05
O -1.74 0.02 -1.35
O -0.51 0.96 2.87
O 1.51 2.03 -2.78
O -5.16 -1.86 3.34
O 3.66 0.83 5.28
O -0.38 -3.46 -1.48
O -3.03 2.26 -2.35
O -2.30 -4.44 -1.37
O 0.67 -0.13 -2.03
O -1.40 1.16 0.83
O 1.43 -0.87 2.26
N -1.46 -3.65 -0.99
N -0.80 0.27 1.69
N -4.78 -2.63 2.48
C -3.02 -3.13 0.82
C -3.47 -2.33 1.85
C 4.15 1.02 3.96
C 2.29 -0.41 3.27
C -1.10 -1.73 0.60
C 0.20 0.70 -4.42
C -1.08 1.17 -4.05
C -1.83 -2.83 0.20
C 3.59 0.99 1.55
C 2.10 2.14 3.20
C -1.59 -0.94 1.67
C -0.56 0.47 -6.67
C 0.46 0.34 -5.72
C 2.99 0.94 2.95
C -2.78 -1.22 2.28
C -1.81 0.92 -6.30
C -2.09 1.28 -4.98
H -2.59 1.00 -7.04
H -3.07 1.63 -4.69
H -3.19 -0.60 3.07
H 1.71 -0.29 4.18
H 1.45 -0.02 -5.99
H -0.36 0.19 -7.70
H 4.67 1.98 3.85
H -3.44 2.41 -1.49
H 1.77 -1.68 1.88
H 4.86 0.22 3.72
H 2.61 3.08 2.94
H 3.07 -1.15 3.45
H 1.83 2.18 4.26
H -3.61 -3.97 0.49
H 4.24 0.13 1.37
H 4.18 1.90 1.42
H 3.92 1.57 5.84
*
```

=====

No. 15
The following is a quantum chemistry calculation of a cluster of 2 separate species, C3H10N3O2 in total, from the Open Molecules 2025 dataset.

Output
**DFT total energy**: -11840.5740 eV

The geometry in ORCA input format:
```
! RIJCOSX wB97M-V def2-TZVPD def2/J DEFGRID3
* xyz -1 1
O -2.35 -0.95 0.17
O -1.85 0.38 -1.59
N 0.81 -0.69 -1.02
N -3.99 -0.26 -1.25
N 2.49 1.10 1.84
C 0.92 -0.07 0.30
C 2.37 0.26 0.63
C -2.62 -0.28 -0.84
H 2.80 0.80 -0.21
H -0.11 -0.42 -1.39
H -4.65 -0.46 -0.51
H 3.29 1.70 1.83
H 2.93 -0.68 0.75
H 2.48 0.55 2.69
H 0.81 -1.69 -0.93
H 0.50 -0.68 1.09
H -4.20 0.52 -1.85
H 0.35 0.85 0.29
*
```

=====

No. 16
The following is a quantum chemistry calculation of a cluster of 3 separate species, C2H10N3 in total in a non-equilibrium geometry, from the Open Molecules 2025 dataset.

Output
**DFT total energy**: -6693.1187 eV

The geometry in ORCA input format:
```
! RIJCOSX wB97M-V def2-TZVPD def2/J DEFGRID3
* xyz 1 1
N 0.69 0.58 0.91
N -1.30 0.71 2.95
N 0.94 -0.50 0.26
C 0.06 -1.12 -2.87
C 0.49 -0.08 -2.07
H -2.03 1.32 2.54
H -0.32 0.74 1.14
H 1.22 1.04 1.59
H -1.61 0.11 3.59
H 0.54 0.88 -2.52
H 1.06 -1.46 -3.46
H 1.96 -0.83 0.45
H -0.74 1.36 3.47
H -0.25 -2.00 -2.45
H -0.72 -0.76 -3.54
*
```

=====

No. 17
The following is a quantum chemistry calculation of a structure of composition C4H10AlBIO8P2PdS in a non-equilibrium geometry, from the Open Molecules 2025 dataset.

Output
**DFT total energy**: -68944.3538 eV

The geometry in ORCA input format:
```
! RIJCOSX wB97M-V def2-TZVPD def2/J DEFGRID3
* xyz 1 1
I 1.51 -0.88 3.50
Pd -2.08 -1.79 -2.66
S -0.34 -3.43 -0.95
P 0.11 -2.41 0.69
P 2.06 -0.36 -0.84
Al -1.78 0.91 0.74
O 2.44 -1.81 -1.79
O -3.98 -0.93 -1.98
O -2.94 1.43 -1.94
O 1.61 0.73 -1.94
O -0.55 0.06 -0.46
O 3.54 0.12 -0.07
O -0.90 0.08 2.23
O -3.52 0.27 0.28
C 0.56 -0.58 0.32
C 0.81 1.77 1.91
C 0.53 0.16 1.79
C 1.88 2.55 1.23
B -3.50 0.24 -1.21
H 1.75 3.05 0.18
H -3.35 -1.68 -1.71
H 3.16 -1.56 -2.44
H -1.10 -2.49 1.52
H 2.94 2.69 1.75
H -2.08 1.14 -2.37
H 0.07 2.39 2.62
H 1.13 -3.13 1.42
H 3.85 0.95 -0.56
H -1.81 2.50 0.75
*
```

=====

No. 18
The following is a quantum chemistry calculation of a structure of composition C7H5BaNO6 in a non-equilibrium geometry, from the Open Molecules 2025 dataset.

Output
**DFT total energy**: -21794.6374 eV

The geometry in ORCA input format:
```
! RIJCOSX wB97M-V def2-TZVPD def2/J DEFGRID3
* xyz 2 1
Ba 0.60 1.13 0.33
O 0.22 0.77 -3.64
O 0.64 5.09 -1.57
O 4.68 1.70 -0.52
O -0.04 -1.22 0.49
O -3.20 2.28 -0.44
O 0.51 3.54 3.65
N -1.44 -2.49 -0.70
C -0.26 -3.48 1.24
C -2.12 1.94 -0.27
C -0.58 -2.36 0.33
C 3.56 1.55 -0.35
C 0.49 2.90 2.71
C 0.63 4.07 -1.07
C 0.28 0.87 -2.50
H -1.63 -1.68 -1.28
H -0.78 -4.40 1.00
H -1.91 -3.36 -0.90
H 0.82 -3.66 1.22
H -0.49 -3.18 2.27
*
```

=====

No. 19
The following is a quantum chemistry calculation of a structure of composition C6H8SSi in a non-equilibrium geometry, from the Open Molecules 2025 dataset.

Output
**DFT total energy**: -25062.7974 eV

The geometry in ORCA input format:
```
! RIJCOSX wB97M-V def2-TZVPD def2/J DEFGRID3
* xyz 0 1
S 3.80 -0.86 0.25
Si 1.89 1.24 -0.22
C -1.60 -0.67 -1.03
C -0.56 0.50 1.24
C 0.16 0.65 0.05
C -0.43 0.02 -1.01
C -1.70 -0.28 1.32
C -2.22 -0.87 0.17
H 2.27 1.83 -1.47
H -1.86 -1.19 -1.99
H -3.19 -1.46 0.24
H -2.22 -0.61 2.24
H -0.30 0.99 2.19
H 2.35 2.08 0.88
H 3.36 -1.32 -1.01
H 0.24 -0.03 -1.86
*
```